1.
ORCA calculation (ωB97M-V/def2-TZVPD) on one molecule with the formula C5H8 at a distorted geometry.

## Properties
Orbital gap in eV: 9.3
E_HOMO in eV: -8.29

Last column: Löwdin charge in e.
Cartesian coordinates (Å):
C1 -2.2458 0.7267 0.1576  0.0013
C2 -0.9824 0.4576 0.0304  -0.1142
C3 0.2109 -0.0443 -0.0344  -0.3751
C4 0.6569 -0.5286 -1.3809  -0.0630
C5 1.1192 -0.1103 1.1551  -0.0596
H1 -2.4323 0.1648 1.0816  0.0765
H2 -2.6971 1.6385 -0.2337  0.0567
H3 0.0114 -0.0950 -2.1499  0.0794
H4 1.6673 -0.1385 -1.5401  0.0811
H5 0.6589 -1.6160 -1.4782  0.0777
H6 1.4367 -1.1533 1.2966  0.0854
H7 0.5866 0.1878 2.0622  0.0785
H8 2.0096 0.5106 1.0338  0.0752

=====

2.
ORCA calculation (ωB97M-V/def2-TZVPD) on C24H31F3FeN3P2STe4 as an isolated structure at a distorted geometry.

## Properties
Orbital gap (alpha / beta) in eV: 5.5 / 5.3
E_HOMO (alpha / beta) in eV: -6.74 / -6.86
Spin multiplicity: 6

Last column: Mulliken spin population.
Cartesian coordinates (Å):
Fe1 -0.8780 -0.4723 -0.7947  1.7956
C1 -1.0612 -1.5743 2.7741  -0.0009
P1 -0.8053 -0.3701 1.4341  -0.0499
C2 0.8150 0.3774 1.8492  -0.0119
N1 1.0373 0.9252 3.0203  -0.0002
C3 2.1720 1.6561 3.1509  0.0006
C4 2.4120 2.3653 4.3456  -0.0002
C5 3.5353 3.1359 4.4666  0.0003
C6 4.4667 3.2210 3.4126  -0.0002
C7 4.2600 2.5452 2.2416  0.0002
C8 3.1006 1.7588 2.0818  -0.0006
N2 2.8875 1.1077 0.9116  0.0001
C9 1.7609 0.4441 0.7959  0.0141
P2 1.3351 -0.4250 -0.7587  -0.0588
C10 2.3065 0.5788 -1.9408  -0.0091
C11 2.3304 -2.0124 -0.5554  0.0040
C12 1.7167 -2.7805 0.6160  -0.0083
C13 2.1842 -2.8302 -1.8404  0.0043
C14 3.8031 -1.7230 -0.2716  0.0015
C15 -2.0011 1.0362 1.7950  -0.0405
C16 -1.7732 1.8697 3.0535  0.0002
C17 -3.3954 0.3976 1.8843  -0.0007
C18 -1.8193 1.9144 0.5363  0.1372
H1 -0.8376 -1.0817 3.7208  -0.0009
H2 -0.4038 -2.4319 2.6407  0.0000
H3 -2.0939 -1.9171 2.7429  0.0006
H4 1.6815 2.2885 5.1400  0.0000
H5 3.7187 3.6810 5.3829  0.0000
H6 5.3526 3.8301 3.5345  0.0000
H7 4.9619 2.5918 1.4199  -0.0001
H8 3.1178 1.0540 -1.3958  -0.0010
H9 1.6429 1.3419 -2.3510  -0.0022
H10 2.7041 -0.0251 -2.7537  0.0020
H11 0.6651 -2.9995 0.4216  0.0172
H12 1.7910 -2.2051 1.5421  0.0015
H13 2.2396 -3.7277 0.7641  0.0003
H14 1.1325 -2.9520 -2.1113  -0.0006
H15 2.6109 -3.8246 -1.6933  -0.0005
H16 2.7127 -2.3626 -2.6737  -0.0001
H17 3.9305 -1.1553 0.6483  0.0003
H18 4.2676 -1.1626 -1.0835  0.0004
H19 4.3363 -2.6702 -0.1631  -0.0010
H20 -1.7995 1.2508 3.9509  0.0019
H21 -2.5654 2.6204 3.1226  0.0016
H22 -0.8193 2.3873 3.0303  -0.0013
H23 -3.5999 0.0642 2.9033  0.0058
H24 -3.5084 -0.4694 1.2342  0.0035
H25 -4.1679 1.1139 1.6003  0.0041
H26 -1.1042 2.7188 0.7218  -0.0052
H27 -2.7578 2.3584 0.2034  -0.0139
H28 -1.3998 1.2976 -0.2992  0.0230
F1 -5.0666 0.4363 -3.6244  0.0018
C19 -4.3668 -0.5031 -4.2850  0.0130
F2 -4.7558 -0.4391 -5.5739  0.0016
F3 -4.8201 -1.6969 -3.8216  0.0052
C20 -2.8888 -0.3865 -4.1374  -0.0534
C21 -2.0724 -0.7457 -5.1640  0.0042
C22 -0.6748 -0.8252 -4.9730  0.0421
C23 -0.1839 -0.6760 -3.7023  0.0103
N3 -0.9221 -0.2988 -2.6583  0.0506
C24 -2.2798 0.0495 -2.8554  0.0438
S1 -3.0980 -0.6217 -1.2842  0.0082
H29 -2.4922 -1.0029 -6.1275  0.0045
H30 -0.0104 -1.0727 -5.7858  0.0012
H31 0.8512 -0.9027 -3.4843  0.0122
Te1 -2.4616 2.2635 -2.9470  0.9137
Te2 -6.8828 0.4179 -0.4093  0.9078
Te3 -6.0938 -2.0311 -0.6252  1.0436
Te4 -1.9797 -2.7242 -0.9488  0.1774

=====

3.
ORCA calculation (ωB97M-V/def2-TZVPD) on C40H44FN6OReSSi as an isolated structure at a distorted geometry.

## Properties
Orbital gap (alpha / beta) in eV: 6.2 / 6.4
Charge: +1
E_HOMO (alpha / beta) in eV: -10.00 / -10.02
Spin multiplicity: 2

Last column: Mulliken spin population.
Cartesian coordinates (Å):
Re1 0.0535 -0.1322 -0.0466  0.7932
C1 -0.3680 1.6943 5.2413  0.0008
C2 0.6260 0.7175 5.8694  0.0000
C3 1.6386 1.5529 6.6675  0.0001
C4 -0.1417 -0.2489 6.7840  0.0002
C5 1.3293 -0.1380 4.8297  0.0012
C6 2.3653 -0.9833 5.2561  -0.0018
C7 3.0211 -1.8424 4.4004  0.0015
C8 2.6081 -1.8859 3.0787  -0.0033
S1 3.1404 -2.9411 1.7919  0.0153
C9 1.9550 -2.2327 0.7581  0.0619
N1 1.2472 -1.2594 1.3040  -0.0480
C10 1.5724 -1.0535 2.6210  -0.0006
C11 0.9397 -0.1773 3.5012  -0.0124
C12 1.6270 -2.6383 -0.5849  0.0052
C13 2.1546 -3.7629 -1.2152  -0.0004
C14 1.7053 -4.1041 -2.4769  0.0179
C15 0.7386 -3.3258 -3.1008  -0.0126
C16 0.2271 -2.2001 -2.4682  0.0551
C17 0.6462 -1.8217 -1.1975  -0.0689
H1 -0.8173 2.3018 6.0232  0.0000
H2 -1.1656 1.1707 4.7240  0.0002
H3 0.1380 2.3585 4.5443  -0.0001
H4 1.1066 2.2167 7.3457  0.0000
H5 2.2297 2.1652 5.9886  0.0001
H6 2.3171 0.9471 7.2607  -0.0001
H7 -0.6878 0.2955 7.5494  0.0000
H8 0.5244 -0.9525 7.2754  0.0000
H9 -0.8555 -0.8169 6.1912  0.0000
H10 2.6451 -0.9791 6.2973  0.0001
H11 3.8197 -2.4794 4.7471  -0.0001
H12 0.1339 0.4223 3.1134  0.0152
H13 2.9002 -4.3626 -0.7137  0.0006
H14 2.0933 -4.9835 -2.9666  0.0008
H15 0.3944 -3.5937 -4.0910  -0.0006
H16 -0.5260 -1.6054 -2.9670  0.0010
O1 -0.2033 1.6604 1.0965  0.1098
C18 0.4801 2.7000 1.3956  0.0112
C19 -0.1138 3.7003 2.2091  0.0029
C20 0.5531 4.8431 2.5637  -0.0040
C21 1.8554 5.0613 2.1169  0.0107
C22 2.4710 4.1092 1.3386  -0.0068
C23 1.8249 2.9257 0.9614  0.0013
C24 2.5063 1.9676 0.1321  0.0092
N2 2.0211 0.8580 -0.4272  0.0201
C25 3.0447 0.2855 -1.1274  -0.0093
C26 4.1633 1.0456 -1.0001  0.0065
N3 3.8128 2.0978 -0.2109  -0.0010
H17 -1.1267 3.5250 2.5396  -0.0003
H18 0.0675 5.5759 3.1909  -0.0001
H19 2.3712 5.9731 2.3737  0.0008
H20 3.4832 4.3026 1.0165  -0.0004
H21 2.9141 -0.6354 -1.6578  -0.0003
H22 5.1459 0.9191 -1.4001  -0.0002
H23 4.4317 2.8284 0.0931  -0.0001
C27 -0.5668 -3.7807 1.8217  0.0003
Si1 -1.9664 -2.9171 0.8540  -0.0058
C28 -2.3438 -3.9809 -0.6934  -0.0034
C29 -3.4745 -2.9505 2.0303  -0.0008
N4 -1.6545 -1.2298 0.4091  -0.0229
C30 -2.8337 -0.4822 0.4204  0.0120
C31 -3.7416 -0.5089 -0.6442  0.0003
C32 -4.9103 0.2299 -0.6022  0.0004
C33 -5.2149 1.0126 0.4998  0.0014
C34 -4.3427 1.0511 1.5743  -0.0007
C35 -3.1818 0.3057 1.5248  -0.0155
F1 -2.3390 0.3239 2.5807  -0.0019
H24 -0.9669 -4.6886 2.2624  0.0001
H25 -0.1735 -3.1746 2.6301  -0.0005
H26 0.2507 -4.0796 1.1769  0.0007
H27 -1.5345 -4.6809 -0.8656  0.0000
H28 -2.4817 -3.4128 -1.6069  0.0000
H29 -3.2459 -4.5566 -0.5217  -0.0001
H30 -3.6898 -3.9778 2.3065  -0.0001
H31 -4.3761 -2.5352 1.5883  -0.0002
H32 -3.2790 -2.4051 2.9502  0.0002
H33 -3.5070 -1.1235 -1.5001  0.0011
H34 -5.6004 0.1820 -1.4305  -0.0001
H35 -6.1306 1.5817 0.5389  0.0000
H36 -4.5669 1.6312 2.4561  -0.0002
C36 -3.5453 3.4760 -2.1881  -0.0015
C37 -2.3332 2.6334 -2.2802  0.0135
C38 -1.3922 2.4764 -3.2765  0.0011
C39 -0.4825 1.5201 -2.8069  0.0135
N5 -0.8547 1.1115 -1.5906  0.0181
N6 -1.9633 1.8118 -1.2844  0.0096
C40 0.7366 1.0657 -3.5194  0.0028
H37 -3.7917 3.8700 -3.1682  0.0000
H38 -3.3807 4.3083 -1.5045  0.0013
H39 -4.3823 2.8868 -1.8180  0.0008
H40 -1.3503 2.9782 -4.2219  -0.0001
H41 -2.4205 1.6886 -0.3911  0.0029
H42 0.4899 0.8270 -4.5518  0.0016
H43 1.1677 0.1969 -3.0344  -0.0013
H44 1.4685 1.8740 -3.5244  0.0016

=====

4.
ORCA calculation (ωB97M-V/def2-TZVPD) on one molecule with the formula C5H8O.

## Properties
Orbital gap in eV: 8.3
E_HOMO in eV: -8.82

Last column: Löwdin charge in e.
Cartesian coordinates (Å):
O1 2.6542 -0.5936 -0.7709  0.0633
C1 2.1664 0.1164 0.0724  -0.2505
C2 0.6973 0.1704 0.3687  -0.2047
C3 -0.1967 -0.8417 -0.3438  -0.1993
C4 -1.6106 -0.2487 -0.1599  -0.3183
C5 -1.3626 1.2332 -0.2807  0.1119
H1 2.7944 0.8060 0.6742  0.1234
H2 0.5361 0.1918 1.4534  0.1334
H3 0.0778 -0.8630 -1.4012  0.1186
H4 -0.1032 -1.8624 0.0442  0.1194
H5 -2.2744 -0.5422 -0.9802  0.1047
H6 -2.0442 -0.5962 0.7876  0.0983
H7 0.3661 1.1593 -0.0599  0.0785
H8 -1.5506 1.7121 0.7040  0.0212

=====

5.
ORCA calculation (ωB97M-V/def2-TZVPD) on a 2-piece molecular cluster, C5H13NO2 overall at a distorted geometry.

## Properties
Orbital gap in eV: 9.2
E_HOMO in eV: -8.78

Last column: Löwdin charge in e.
Cartesian coordinates (Å):
N1 1.0809 -1.8466 2.1643  -0.0061
C1 1.5348 -0.5975 1.5992  -0.2767
C2 0.4016 0.4307 1.3616  -0.2022
C3 -0.5433 0.0526 0.2331  -0.2157
C4 0.0855 -0.1623 -1.1492  -0.1724
C5 0.7824 1.0849 -1.6239  -0.2718
O1 1.9743 1.1465 -1.7922  0.0471
H1 0.4914 -1.8083 2.9813  0.0659
H2 0.8133 -2.5766 1.5310  0.0580
H3 1.9512 -0.7791 0.6139  0.0972
H4 2.2747 -0.1771 2.2787  0.1047
H5 0.7743 1.4216 1.1877  0.0971
H6 -0.1575 0.5031 2.3017  0.1066
H7 -1.3572 0.7751 0.1272  0.1005
H8 -1.0623 -0.8889 0.4727  0.1108
H9 0.8349 -0.9525 -1.1689  0.1086
H10 -0.6655 -0.4216 -1.8799  0.0938
H11 0.1768 1.9903 -1.7792  0.1253
O2 -2.8899 0.9402 -2.1560  -0.0538
H12 -2.9562 0.2793 -2.8565  0.0419
H13 -3.5437 1.5863 -2.4466  0.0413

=====

6.
ORCA calculation (ωB97M-V/def2-TZVPD) on C15H23N5Ru as an isolated structure.

## Properties
Orbital gap (alpha / beta) in eV: 8.1 / 7.4
Charge: +3
E_HOMO (alpha / beta) in eV: -19.71 / -19.48
Spin multiplicity: 2

Last column: Mulliken spin population.
Cartesian coordinates (Å):
Ru1 -0.1299 -0.4637 -0.2609  1.0264
C1 3.0891 1.6763 -2.3429  0.0002
C2 1.9502 1.2328 -1.5033  0.0099
N1 1.6383 -0.0009 -1.2816  -0.0120
C3 2.4940 -1.1080 -1.7581  0.0123
C4 2.1957 -2.2577 -0.8267  -0.0188
N2 0.7110 -2.3328 -0.7628  -0.0272
C5 0.1599 -3.3308 0.1888  0.0040
C6 -1.3323 -3.3055 -0.0436  0.0043
N3 -1.7507 -1.8798 -0.3466  -0.0305
C7 -2.9150 -1.4579 0.4980  -0.0060
C8 -2.3308 -0.9031 1.7701  0.0076
N4 -1.3990 0.1292 1.2861  -0.0644
C9 -1.4425 1.3588 1.6746  0.0476
C10 -2.2712 1.9304 2.7642  -0.0037
C11 -0.5391 2.2365 0.9019  -0.0115
C12 -0.4157 3.6094 1.0335  0.0139
C13 0.4844 4.2778 0.2140  0.0028
C14 1.2670 3.5540 -0.6805  0.0022
C15 1.1078 2.1823 -0.7442  0.0224
N5 0.1947 1.5505 0.0153  0.0087
H1 3.2472 1.0093 -3.1886  0.0006
H2 4.0054 1.6859 -1.7405  0.0022
H3 2.9356 2.6843 -2.7208  -0.0003
H4 3.5463 -0.8313 -1.7217  -0.0001
H5 2.2374 -1.3494 -2.7936  -0.0011
H6 2.5723 -2.0681 0.1783  -0.0007
H7 2.6053 -3.2035 -1.1846  -0.0013
H8 0.3924 -2.5876 -1.7018  0.0060
H9 0.4254 -3.0103 1.1958  -0.0033
H10 0.5942 -4.3168 0.0130  -0.0034
H11 -1.8759 -3.6689 0.8253  0.0001
H12 -1.6160 -3.9293 -0.8917  -0.0006
H13 -2.0745 -1.8573 -1.3129  0.0103
H14 -3.5822 -2.3033 0.6644  0.0012
H15 -3.4646 -0.6850 -0.0387  0.0011
H16 -1.7696 -1.6541 2.3299  -0.0018
H17 -3.1024 -0.4969 2.4175  -0.0033
H18 -2.7785 1.1902 3.3717  0.0003
H19 -3.0147 2.6111 2.3371  0.0031
H20 -1.6316 2.5251 3.4208  0.0024
H21 -1.0079 4.1498 1.7594  0.0007
H22 0.5930 5.3524 0.2858  0.0002
H23 1.9975 4.0559 -1.2994  -0.0007